No. 1
Entry from OMol25: a cluster of 4 separate species, C63H61B2BrClF7NO11 in total (the ωB97M-V functional and the def2-TZVPD basis).

Results
lowest unoccupied orbital energy	-2.58	eV
gap between HOMO and LUMO	8.057	eV
total charge	+1
E_HOMO	-0.3909	hartree

```
147
Properties=species:S:1:pos:R:3:lowdin_charge:R:1
C -3.700 0.199 1.429 -0.038
C -3.373 1.248 0.371 -0.231
O -1.983 1.601 0.390 0.023
B -1.300 1.611 -0.798 -0.784
O -1.447 0.624 -1.735 0.177
C -0.173 2.712 -1.122 -0.109
C 0.622 3.340 0.034 -0.108
C 1.240 2.406 1.067 -0.343
F 0.364 1.728 1.844 0.144
F 2.159 3.051 1.839 0.138
C 2.079 1.280 0.349 -0.501
F 2.813 0.691 1.318 0.160
F 2.926 1.787 -0.556 0.193
F 1.290 0.336 -0.175 0.196
N 0.065 4.700 0.388 -0.032
C -1.241 4.399 1.091 -0.037
C -1.920 5.518 1.892 -0.155
F -2.411 4.953 3.054 -0.010
C 1.055 5.514 1.170 -0.065
C 1.100 5.563 2.712 -0.096
C 0.576 4.482 3.661 -0.187
F 1.526 4.320 4.664 -0.030
C -0.183 5.234 -1.027 -0.209
B 1.152 5.905 -1.705 -0.648
O 1.333 7.238 -1.987 0.170
O 2.179 5.046 -1.935 0.026
C 3.258 5.471 -2.782 -0.009
C -1.288 6.330 -1.129 -0.579
Cl -1.546 6.718 -2.855 0.809
C -1.075 7.640 -0.322 -0.249
C -1.447 8.958 -1.023 -0.118
C -0.577 4.000 -1.929 -0.459
Br -2.589 3.710 -2.110 0.997
C -0.150 3.891 -3.409 -0.229
C -0.176 2.475 -4.017 -0.184
C 0.215 2.612 -5.514 -0.154
C -0.994 3.016 -6.361 -0.258
O -1.022 2.312 -7.600 -0.053
H -2.912 -0.538 1.533 0.073
H -4.643 -0.267 1.154 0.085
H -3.870 0.713 2.370 0.080
H -3.739 0.968 -0.615 0.113
H -3.921 2.152 0.646 0.116
H -1.713 -0.189 -1.294 0.127
H 0.610 2.147 -1.619 0.127
H 1.550 3.583 -0.494 0.144
H -1.101 3.591 1.800 0.129
H -1.971 4.032 0.382 0.083
H -2.791 5.890 1.354 0.127
H -1.298 6.383 2.100 0.105
H 1.032 6.548 0.853 0.112
H 2.022 5.163 0.819 0.136
H 2.144 5.717 2.975 0.134
H 0.631 6.490 3.038 0.113
H 0.392 3.498 3.251 0.093
H -0.327 4.813 4.166 0.118
H 1.708 7.762 -1.278 0.128
H 3.857 4.588 -2.987 0.102
H 2.906 5.851 -3.734 0.105
H 3.911 6.182 -2.287 0.102
H -2.251 5.952 -0.803 0.051
H -1.692 7.660 0.572 0.093
H -0.054 7.799 0.010 0.084
H -2.479 8.977 -1.353 0.076
H -1.368 9.723 -0.249 0.084
H -0.737 9.233 -1.792 0.068
H -0.866 4.450 -4.003 0.064
H 0.831 4.271 -3.679 0.113
H -1.165 2.034 -4.009 0.098
H 0.581 1.840 -3.566 0.115
H 1.033 3.319 -5.627 0.110
H 0.506 1.618 -5.841 0.119
H -0.951 4.089 -6.567 0.118
H -1.938 2.851 -5.841 0.115
H -0.908 2.953 -8.298 0.078
C 0.607 -2.306 1.831 -0.058
C 1.826 -1.784 2.249 -0.075
C 2.985 -2.524 2.101 0.006
C 2.928 -3.795 1.540 -0.075
C 1.701 -4.325 1.139 -0.076
C 0.543 -3.573 1.277 0.001
C 1.609 -5.704 0.577 -0.275
O 0.541 -6.157 0.224 0.112
C 2.860 -6.503 0.472 -0.081
C 2.793 -7.809 0.005 0.003
C 3.949 -8.562 -0.108 -0.048
C 5.179 -8.012 0.236 -0.048
C 5.252 -6.712 0.705 0.000
C 4.094 -5.956 0.833 -0.082
C 4.188 -4.573 1.371 -0.274
O 5.260 -4.090 1.674 0.087
H -0.298 -1.720 1.943 0.099
H 1.863 -0.807 2.698 0.094
H 3.938 -2.124 2.420 0.124
H -0.403 -3.986 0.956 0.120
H 1.835 -8.232 -0.263 0.122
H 3.894 -9.582 -0.467 0.110
H 6.081 -8.602 0.141 0.111
H 6.205 -6.282 0.978 0.118
C 7.827 -6.319 4.491 -0.051
C 6.600 -5.731 4.197 -0.057
C 5.454 -6.162 4.841 0.001
C 5.523 -7.189 5.773 -0.081
C 6.751 -7.792 6.053 -0.082
C 7.903 -7.347 5.416 -0.001
C 6.845 -8.926 7.016 -0.277
O 7.911 -9.447 7.264 0.109
C 5.590 -9.405 7.661 -0.082
C 5.643 -10.494 8.521 -0.001
C 4.489 -10.945 9.138 -0.055
C 3.276 -10.305 8.905 -0.056
C 3.216 -9.222 8.045 -0.003
C 4.369 -8.773 7.413 -0.084
C 4.279 -7.627 6.466 -0.277
O 3.222 -7.067 6.261 0.103
H 8.724 -5.976 3.992 0.108
H 6.537 -4.937 3.466 0.087
H 4.498 -5.706 4.621 0.118
H 8.852 -7.811 5.645 0.121
H 6.589 -10.985 8.702 0.121
H 4.532 -11.796 9.804 0.108
H 2.377 -10.655 9.393 0.108
H 2.276 -8.723 7.856 0.120
C -8.218 2.433 -1.865 -0.053
C -6.827 2.467 -1.897 -0.064
C -6.148 1.961 -2.991 -0.018
C -6.850 1.413 -4.054 -0.081
C -8.242 1.360 -4.014 -0.076
C -8.924 1.881 -2.921 0.005
C -9.013 0.734 -5.129 -0.275
O -10.223 0.693 -5.096 0.117
C -8.251 0.158 -6.271 -0.081
C -8.942 -0.477 -7.294 0.002
C -8.251 -1.006 -8.371 -0.049
C -6.866 -0.897 -8.435 -0.051
C -6.169 -0.270 -7.416 0.000
C -6.856 0.252 -6.328 -0.085
C -6.091 0.894 -5.227 -0.276
O -4.882 0.996 -5.273 0.098
H -8.751 2.835 -1.014 0.109
H -6.276 2.890 -1.066 0.096
H -5.068 1.986 -3.030 0.086
H -10.004 1.848 -2.900 0.124
H -10.019 -0.556 -7.242 0.123
H -8.791 -1.505 -9.164 0.111
H -6.329 -1.306 -9.280 0.110
H -5.092 -0.186 -7.459 0.121
```

***

No. 2
Entry from OMol25: a structure of composition C63H64As2BCl3N7O8SZr (the ωB97M-V functional and the def2-TZVPD basis).

Results
lowest unoccupied orbital energy	-7.49	eV
relative energy (zero: lowest compared OMol25 entry of this formula, charge and spin)	0.0	kcal/mol
gap between HOMO and LUMO	6.082	eV
total charge	+3
E_HOMO	-0.4987	hartree

```
150
Properties=species:S:1:pos:R:3:lowdin_charge:R:1
Zr 0.336 0.461 -0.689 1.697
C 5.623 4.573 -2.677 -0.021
O 5.848 3.245 -3.150 -0.013
C 4.972 2.298 -2.899 -0.257
C 5.253 1.040 -3.497 0.036
C 4.360 0.030 -3.392 0.005
C 3.140 0.160 -2.657 -0.137
C 2.153 -0.847 -2.756 -0.329
C 2.339 -1.976 -3.730 0.033
O 1.050 -0.855 -2.095 -0.243
C 2.932 1.395 -1.943 -0.329
O 1.890 1.590 -1.169 -0.284
C 3.834 2.445 -2.118 0.069
H 6.447 5.165 -3.059 0.108
H 5.625 4.609 -1.586 0.100
H 4.680 4.966 -3.060 0.104
H 6.173 0.931 -4.053 0.138
H 4.584 -0.905 -3.884 0.123
H 2.749 -1.624 -4.672 0.100
H 1.387 -2.463 -3.919 0.069
H 3.022 -2.721 -3.312 0.118
H 3.608 3.374 -1.612 0.125
C -1.575 -0.338 -3.969 -0.337
C -2.919 -0.766 -3.390 -0.281
As -2.870 -1.975 -1.867 1.459
C -4.715 -1.999 -1.298 -0.314
C -5.575 -2.846 -1.989 -0.096
C -6.934 -2.777 -1.729 -0.043
C -7.418 -1.868 -0.797 -0.039
C -6.550 -1.025 -0.117 -0.051
C -5.188 -1.083 -0.367 -0.083
C -2.201 -3.763 -2.130 -0.289
C -0.964 -3.928 -2.746 -0.084
C -0.365 -5.176 -2.758 -0.046
C -0.997 -6.253 -2.149 -0.033
C -2.231 -6.085 -1.536 -0.035
C -2.838 -4.839 -1.519 -0.080
As -0.677 1.306 -3.217 1.352
C -2.214 2.536 -3.213 -0.369
C -2.359 3.557 -4.152 -0.120
C -3.487 4.367 -4.144 -0.068
C -4.465 4.191 -3.177 -0.063
C -4.296 3.225 -2.195 -0.065
C -3.178 2.403 -2.209 -0.153
C 0.115 1.717 -4.986 -0.359
C -0.659 1.761 -6.146 -0.134
C -0.055 1.863 -7.388 -0.049
C 1.330 1.909 -7.491 -0.052
C 2.107 1.900 -6.344 -0.059
C 1.500 1.812 -5.098 -0.102
H -1.706 -0.150 -5.029 0.063
H -0.834 -1.132 -3.875 0.037
H -3.520 -1.294 -4.134 0.101
H -3.515 0.088 -3.062 0.063
H -5.191 -3.551 -2.719 0.113
H -7.619 -3.428 -2.256 0.122
H -8.480 -1.815 -0.601 0.122
H -6.937 -0.318 0.605 0.117
H -4.495 -0.436 0.158 0.109
H -0.481 -3.084 -3.215 0.067
H 0.595 -5.313 -3.238 0.116
H -0.526 -7.227 -2.157 0.122
H -2.723 -6.928 -1.070 0.123
H -3.798 -4.706 -1.035 0.112
H -1.590 3.711 -4.898 0.093
H -3.607 5.125 -4.909 0.117
H -5.356 4.805 -3.187 0.116
H -5.040 3.109 -1.416 0.113
H -3.048 1.668 -1.427 0.072
H -1.740 1.720 -6.084 0.106
H -0.666 1.903 -8.280 0.119
H 1.798 1.955 -8.465 0.119
H 3.185 1.959 -6.416 0.112
H 2.108 1.823 -4.204 0.071
O -1.596 0.108 -0.623 -0.465
N -1.516 -1.314 -0.816 -0.164
Cl 6.279 1.223 6.052 0.729
C 4.595 1.553 5.929 -0.662
C 3.991 1.625 4.683 -0.090
C 2.644 1.920 4.598 -0.058
C 1.862 2.156 5.727 -0.178
C 0.415 2.604 5.643 -0.266
C -0.539 1.644 4.888 -0.019
N -0.016 0.941 3.722 -0.047
C 0.747 -0.199 3.779 -0.022
C 0.987 -0.568 2.495 -0.115
N 0.375 0.334 1.639 -0.048
C -0.225 1.218 2.435 -0.136
O 0.179 3.959 5.269 -0.108
C 0.599 4.517 4.036 -0.151
C 2.048 4.912 3.894 -0.339
C 2.820 5.493 4.859 -0.959
Cl 2.366 5.892 6.455 0.724
S 4.422 5.818 4.312 1.036
C 4.053 5.200 2.758 -0.412
C 2.770 4.763 2.676 -0.174
C 2.496 2.048 6.972 -0.575
Cl 1.642 2.289 8.457 0.769
C 3.847 1.751 7.077 -0.111
H 4.585 1.478 3.791 0.108
H 2.209 1.998 3.611 0.107
H 0.029 2.603 6.659 0.105
H -1.404 2.234 4.586 0.146
H -0.874 0.882 5.590 0.146
H 1.062 -0.640 4.708 0.150
H 1.522 -1.430 2.158 0.099
H -0.818 2.048 2.093 0.122
H -0.005 5.424 3.959 0.139
H 0.322 3.863 3.196 0.103
H 4.808 5.210 1.988 0.063
H 2.331 4.341 1.779 0.100
H 4.314 1.690 8.050 0.115
N -1.338 6.033 -1.728 0.226
C -1.767 5.791 -0.489 -0.459
N -2.458 6.725 0.156 0.215
N -1.543 4.655 0.149 0.164
C -0.945 3.581 -0.143 -0.288
N -0.438 2.528 -0.220 0.044
H -1.557 6.895 -2.199 0.133
H -0.860 5.322 -2.252 0.114
H -2.635 7.633 -0.237 0.133
H -2.786 6.539 1.089 0.133
C 1.528 -7.256 2.731 -0.043
C 0.500 -6.706 3.732 -0.558
C 1.224 -6.056 4.922 -0.035
C -0.325 -7.888 4.250 -0.057
C -0.368 -5.647 3.053 -0.147
C -1.765 -5.680 3.127 0.007
C -2.575 -4.750 2.482 0.040
C -1.933 -3.783 1.750 -0.171
O -2.470 -2.813 0.909 0.193
B -1.381 -2.174 0.374 -0.775
O -0.189 -2.656 0.846 0.188
C -0.550 -3.701 1.702 -0.150
C 0.252 -4.612 2.344 0.066
H 2.106 -8.047 3.207 0.093
H 2.229 -6.495 2.386 0.073
H 1.024 -7.678 1.858 0.092
H 1.862 -6.788 5.419 0.095
H 0.499 -5.690 5.651 0.093
H 1.848 -5.219 4.604 0.079
H 0.346 -8.661 4.623 0.094
H -0.932 -8.327 3.456 0.093
H -0.974 -7.597 5.077 0.090
H -2.247 -6.460 3.695 0.112
H -3.654 -4.785 2.547 0.133
H 1.330 -4.537 2.296 0.125
O 2.487 -0.712 0.093 -0.060
H 3.147 -0.164 0.536 0.103
H 2.838 -1.608 0.086 0.106
```

***

No. 3
Entry from OMol25: a cluster of 12 separate species, C63H68F4O9 in total (the ωB97M-V functional and the def2-TZVPD basis).

Results
lowest unoccupied orbital energy	0.27	eV
structure (SMILES)	COC(=O)OC.COC(=O)OC.COC(=O)OC.Fc1ccccc1.Fc1ccccc1.Fc1ccccc1.Fc1ccccc1.c1ccccc1.c1ccccc1.c1ccccc1.c1ccccc1.c1ccccc1
gap between HOMO and LUMO	9.269	eV
E_HOMO	-0.3308	hartree

```
144
Properties=species:S:1:pos:R:3:lowdin_charge:R:1
C 29.789 -5.025 19.203 -0.048
O 29.919 -4.795 20.596 0.021
C 31.016 -5.169 21.257 -0.540
O 31.056 -5.074 22.494 0.095
O 32.028 -5.621 20.490 -0.041
C 33.265 -5.945 20.993 -0.068
H 30.676 -5.406 18.696 0.092
H 29.668 -4.042 18.749 0.092
H 28.891 -5.587 18.948 0.096
H 33.549 -5.297 21.823 0.099
H 33.911 -5.778 20.131 0.101
H 33.328 -6.968 21.366 0.101
C 13.182 -4.706 21.352 -0.043
O 14.494 -4.550 20.878 0.012
C 15.508 -4.559 21.696 -0.657
O 15.403 -4.651 22.899 0.120
O 16.577 -4.511 20.966 0.025
C 17.823 -4.525 21.583 -0.046
H 13.110 -5.507 22.088 0.099
H 12.608 -4.975 20.466 0.096
H 12.778 -3.769 21.737 0.100
H 18.486 -4.871 20.789 0.098
H 17.736 -5.114 22.496 0.102
H 18.257 -3.544 21.777 0.096
C 21.855 -12.079 13.049 -0.069
O 22.939 -11.374 12.601 0.041
C 22.804 -10.218 12.072 -0.495
O 21.722 -9.617 11.742 0.056
O 24.090 -9.729 11.777 -0.024
C 24.205 -8.693 10.873 -0.099
H 21.444 -11.729 13.997 0.107
H 22.242 -13.091 13.171 0.100
H 21.016 -12.290 12.387 0.103
H 25.092 -8.745 10.243 0.096
H 24.143 -7.740 11.398 0.095
H 23.344 -8.654 10.205 0.089
F 12.644 -5.436 13.853 0.032
C 13.648 -5.711 12.947 -0.252
C 13.492 -5.333 11.614 -0.015
C 14.562 -5.509 10.720 -0.081
C 15.784 -6.034 11.128 -0.096
C 15.853 -6.480 12.420 -0.101
C 14.807 -6.351 13.322 -0.023
H 12.601 -4.807 11.303 0.112
H 14.322 -5.224 9.706 0.100
H 16.551 -6.085 10.370 0.104
H 16.847 -6.758 12.735 0.106
H 15.042 -6.731 14.305 0.115
F 28.047 1.455 9.390 0.021
C 27.687 1.807 8.099 -0.222
C 26.946 0.869 7.334 -0.009
C 26.755 1.184 6.010 -0.115
C 27.272 2.323 5.424 -0.077
C 27.986 3.249 6.236 -0.086
C 28.190 2.976 7.537 -0.052
H 26.500 -0.052 7.679 0.112
H 26.367 0.464 5.304 0.105
H 27.084 2.516 4.378 0.097
H 28.424 4.171 5.885 0.105
H 28.742 3.591 8.232 0.120
F 19.261 3.718 8.751 0.071
C 18.680 4.404 7.765 -0.295
C 17.332 4.784 7.820 -0.003
C 16.686 5.434 6.715 -0.076
C 17.457 5.778 5.609 -0.107
C 18.824 5.494 5.610 -0.078
C 19.425 4.755 6.653 -0.020
H 16.672 4.704 8.671 0.104
H 15.628 5.648 6.728 0.099
H 16.875 6.101 4.759 0.097
H 19.504 5.724 4.803 0.097
H 20.481 4.545 6.577 0.112
F 14.833 3.280 15.990 0.051
C 15.679 2.225 16.007 -0.238
C 17.095 2.347 16.081 -0.033
C 17.858 1.220 16.237 -0.093
C 17.289 -0.099 16.283 -0.076
C 15.912 -0.228 16.033 -0.096
C 15.123 0.908 15.903 -0.020
H 17.584 3.288 15.874 0.109
H 18.910 1.241 16.480 0.098
H 17.884 -0.994 16.384 0.092
H 15.546 -1.243 15.967 0.100
H 14.047 0.822 15.867 0.106
C 22.777 -1.912 13.020 -0.101
C 23.731 -1.068 13.585 -0.095
C 24.207 -1.183 14.903 -0.078
C 23.903 -2.393 15.539 -0.093
C 22.964 -3.225 14.946 -0.113
C 22.464 -3.048 13.688 -0.116
H 22.428 -1.677 12.025 0.103
H 24.087 -0.206 13.040 0.094
H 24.912 -0.466 15.297 0.097
H 24.251 -2.520 16.553 0.097
H 22.758 -4.111 15.529 0.099
H 21.822 -3.786 13.231 0.106
C 20.382 -1.685 3.627 -0.066
C 20.755 -2.084 4.927 -0.102
C 21.057 -3.424 5.172 -0.093
C 20.874 -4.412 4.164 -0.088
C 20.407 -4.033 2.901 -0.120
C 20.174 -2.717 2.630 -0.091
H 20.233 -0.636 3.419 0.090
H 20.943 -1.247 5.583 0.093
H 21.595 -3.759 6.047 0.091
H 21.175 -5.418 4.417 0.094
H 20.267 -4.902 2.276 0.099
H 19.854 -2.426 1.640 0.092
C 32.417 1.243 15.277 -0.149
C 32.351 2.275 14.493 -0.135
C 33.434 2.744 13.757 -0.063
C 34.647 2.069 13.942 -0.112
C 34.774 1.060 14.838 -0.086
C 33.609 0.625 15.515 -0.076
H 31.492 0.791 15.603 0.113
H 31.396 2.742 14.300 0.108
H 33.419 3.570 13.061 0.101
H 35.441 2.436 13.308 0.099
H 35.634 0.417 14.961 0.099
H 33.554 -0.288 16.090 0.100
C 26.421 6.263 14.096 -0.122
C 27.225 6.594 15.091 -0.119
C 26.856 6.419 16.445 -0.074
C 25.608 5.893 16.669 -0.112
C 24.721 5.517 15.661 -0.083
C 25.202 5.651 14.378 -0.096
H 26.696 6.467 13.072 0.107
H 28.188 7.040 14.890 0.102
H 27.602 6.588 17.208 0.101
H 25.231 5.904 17.681 0.097
H 23.748 5.096 15.863 0.102
H 24.648 5.292 13.524 0.099
C 26.227 -0.437 24.223 -0.096
C 25.279 0.081 23.340 -0.093
C 25.669 0.545 22.078 -0.105
C 26.981 0.543 21.721 -0.098
C 27.946 0.208 22.684 -0.097
C 27.577 -0.303 23.907 -0.100
H 25.888 -0.684 25.218 0.097
H 24.314 0.014 23.820 0.096
H 24.834 0.787 21.436 0.098
H 27.390 0.848 20.769 0.100
H 29.004 0.323 22.498 0.099
H 28.349 -0.697 24.551 0.100
```

***

- lowest unoccupied orbital energy of number 3 (C63H68F4O9)?
  0.27 eV